No. 1
Formula: C35H34I2KN3O6P2
Source: the Open Molecules 2025 dataset
Level of theory: ωB97M-V/def2-TZVPD

Last column: Mulliken charge in e.
Geometry (Å):
K (-1.20315, -0.41377, 0.57590)  1.252
C (3.50295, -0.17763, 3.10872)  -1.162
N (2.20440, -0.31180, 2.45431)  0.407
P (1.94667, -1.35448, 1.13278)  0.226
C (3.23226, -0.87594, -0.05530)  0.554
C (4.53835, -1.36141, -0.04697)  -0.115
C (5.46306, -0.91020, -0.97070)  -0.828
C (5.09104, 0.03644, -1.91507)  -0.509
C (3.79184, 0.52003, -1.93888)  -0.883
C (2.86555, 0.05914, -1.01790)  -0.358
C (2.51185, -2.96624, 1.73620)  0.633
C (2.41887, -3.29350, 3.08515)  -0.501
C (2.70096, -4.57928, 3.51284)  -0.589
C (3.06842, -5.55435, 2.59854)  -0.542
C (3.15018, -5.23807, 1.24996)  -0.598
C (2.86949, -3.95547, 0.81972)  -0.411
P (0.85267, 0.60087, 2.94875)  0.327
C (0.84743, 0.40598, 4.75636)  0.421
C (0.00877, -0.56690, 5.28294)  -0.569
C (-0.01546, -0.81177, 6.64578)  -0.703
C (0.79472, -0.07788, 7.49794)  -0.490
C (1.63282, 0.90314, 6.98701)  -0.713
C (1.65860, 1.14042, 5.62337)  -0.270
C (1.40227, 2.31745, 2.71650)  0.455
C (0.72998, 3.34183, 3.37785)  -0.646
C (1.01704, 4.66722, 3.10035)  -0.705
C (1.97904, 4.98601, 2.15159)  -0.678
C (2.64028, 3.97036, 1.47907)  -0.695
C (2.34947, 2.64469, 1.75534)  -0.171
H (4.21933, -0.86586, 2.65816)  0.449
H (3.42498, -0.41686, 4.17283)  0.381
H (3.89428, 0.83990, 3.00821)  0.274
H (4.82378, -2.11289, 0.67784)  0.389
H (6.47321, -1.29296, -0.95922)  0.412
H (5.81008, 0.38914, -2.64034)  0.387
H (3.48950, 1.24022, -2.68666)  0.512
H (1.84389, 0.42274, -1.06670)  0.349
H (2.12050, -2.54603, 3.80820)  0.189
H (2.62834, -4.81923, 4.56484)  0.435
H (3.28120, -6.55810, 2.93367)  0.382
H (3.42982, -5.99562, 0.53075)  0.423
H (2.92615, -3.72178, -0.23642)  0.287
H (-0.64315, -1.13937, 4.63207)  0.493
H (-0.67482, -1.56955, 7.04133)  0.448
H (0.77092, -0.26653, 8.56266)  0.382
H (2.26389, 1.48298, 7.64639)  0.412
H (2.30835, 1.91019, 5.22356)  0.420
H (-0.03446, 3.11423, 4.11026)  0.480
H (0.48770, 5.44912, 3.62772)  0.420
H (2.21069, 6.01937, 1.93326)  0.394
H (3.38521, 4.20966, 0.73222)  0.463
H (2.85399, 1.86333, 1.20089)  0.122
I (2.77153, -2.80744, -3.40157)  0.011
C (0.88052, -2.50703, -4.31235)  -0.815
I (-0.48325, -1.32229, -3.22279)  0.122
H (0.44630, -3.48854, -4.46828)  0.367
H (1.05809, -2.01689, -5.26247)  0.381
O (-3.89017, 1.33726, -2.57923)  -0.740
C (-3.48927, 0.63410, -1.65506)  -0.230
O (-2.31446, 0.20186, -1.48046)  -0.534
C (-4.43107, 0.31200, -0.49113)  0.184
C (-5.50964, 1.13198, -0.17937)  -0.888
C (-6.21131, 0.96560, 1.00759)  -0.487
C (-5.83760, -0.00379, 1.92974)  -0.723
C (-4.77532, -0.81666, 1.58012)  0.132
C (-4.10528, -0.71305, 0.38788)  -0.404
N (-4.24857, -1.78054, 2.57139)  1.032
O (-3.10197, -2.16969, 2.42544)  -0.583
O (-4.97478, -2.09528, 3.48676)  -0.603
H (-5.77185, 1.91836, -0.87390)  0.485
H (-7.03802, 1.62069, 1.24592)  0.399
H (-6.33711, -0.11122, 2.87889)  0.487
H (-3.33272, -1.42162, 0.13453)  1.324
N (-1.42706, 3.22663, -2.07858)  -0.578
C (-2.06175, 3.41303, -0.78514)  -0.598
C (-1.52438, 2.38702, 0.19186)  0.230
O (-2.09614, 1.99076, 1.17577)  -0.662
O (-0.30510, 1.92633, -0.12298)  0.147
H (-1.93736, 2.52763, -2.61633)  0.201
H (-0.13402, 2.30216, -1.02546)  0.327
H (-1.38605, 4.09266, -2.59912)  0.221
H (-3.15286, 3.31824, -0.78146)  0.254
H (-1.80259, 4.39074, -0.36558)  0.500

## Properties
Gap between HOMO and LUMO, eV: 8.05

No. 2
Formula: ClH3N3P3
Source: the Open Molecules 2025 dataset
Level of theory: ωB97M-V/def2-TZVPD

Last column: Mulliken spin population.
Geometry (Å):
N (0.51183, -0.52037, 1.26751)  0.003
N (-0.97303, 1.43327, 0.53772)  0.029
N (1.31347, -0.20749, -1.21853)  0.568
P (-0.19856, 0.71042, 1.88107)  0.073
P (-1.50170, 0.76240, -1.02304)  0.843
P (0.74865, -1.31978, -0.14182)  0.419
Cl (2.33221, -2.42498, 0.41251)  0.096
H (-1.10173, 2.36963, 0.82612)  0.001
H (0.99896, -0.47847, -2.15740)  -0.030
H (-2.13010, -0.32463, -0.38414)  -0.003

## Properties
2S+1: 3
Gap between HOMO and LUMO (spin up / spin down), eV: 7.45 / 6.73

No. 3
Formula: C9H10ClN3
Source: the Open Molecules 2025 dataset
Level of theory: ωB97M-V/def2-TZVPD

Last column: Mulliken charge in e.
Geometry (Å):
Cl (-2.74588, -2.10235, -0.37159)  -0.206
C (-2.26339, -0.41043, 0.07532)  0.156
C (-3.00390, 0.57480, 0.59072)  -0.498
C (-2.52416, 1.97416, 0.49714)  -0.384
C (-1.21004, 2.27438, -0.03070)  -0.603
C (-0.34289, 1.15701, -0.30150)  0.451
N (1.02692, 1.39407, -0.31522)  -0.140
C (2.13824, 0.49198, -0.21653)  0.234
N (3.30296, 0.50632, -0.77762)  -0.643
C (4.02295, -0.55998, -0.15004)  -0.430
C (3.06033, -1.26923, 0.96185)  -0.485
N (1.82236, -0.65846, 0.51817)  -0.279
C (-0.90129, -0.10207, -0.36340)  -0.538
H (-3.96009, 0.26460, 0.88195)  0.421
H (-3.21513, 2.72864, 0.95216)  0.317
H (-0.98323, 3.31389, -0.40490)  0.279
H (1.44481, 2.43390, -0.45989)  0.296
H (4.18653, -1.39937, -0.85772)  0.244
H (4.94307, -0.14700, 0.16257)  0.347
H (3.36615, -1.11972, 2.00776)  0.226
H (3.21554, -2.40551, 0.87727)  0.234
H (1.05265, -0.51153, 1.25013)  0.318
H (-0.29103, -0.89518, -0.44668)  0.684

## Properties
SMILES: Clc1cccc(NC2=NCCN2)c1
Gap between HOMO and LUMO, eV: 9.09

No. 4
Formula: C3H2DyFO2
Source: the Open Molecules 2025 dataset
Level of theory: ωB97M-V/def2-TZVPD

Last column: Mulliken spin population.
Geometry (Å):
O (0.56028, 1.77719, -0.61607)  0.027
H (-0.32168, -1.72241, 1.17941)  0.004
O (1.20724, -0.47297, 0.75929)  0.049
C (0.08537, -0.91322, 0.54827)  -0.096
C (-0.91948, -0.11627, -0.26444)  0.086
C (-0.51235, 1.33605, -0.36296)  -0.116
F (-2.17846, -0.29361, 0.16901)  0.005
Dy (2.81330, 0.99661, -0.13534)  6.042
H (-0.73422, -0.59137, -1.27717)  0.000

## Properties
Total charge: +3
2S+1: 7
Gap between HOMO and LUMO (spin up / spin down), eV: 5.36 / 7.67

No. 5
Formula: C4H7N2O6S
Source: the Open Molecules 2025 dataset
Level of theory: ωB97M-V/def2-TZVPD

Last column: Mulliken charge in e.
Geometry (Å):
C (2.48717, -0.89514, -0.76237)  0.259
C (-0.48788, 0.27729, 0.96074)  0.591
C (1.65464, -0.04815, 0.17059)  0.576
C (-1.73265, -0.42485, 1.12862)  -0.795
N (0.62778, -0.48342, 1.03524)  -0.151
N (-2.51987, -0.07724, -0.16537)  -0.357
O (3.25320, -1.75944, -0.57386)  -0.430
O (-0.48025, 1.35747, 0.44797)  -0.527
O (-0.39743, -0.14848, -1.66575)  -0.683
O (0.89601, 1.85287, -1.92567)  -0.522
O (2.08889, -0.46928, -1.95671)  -0.276
O (2.41165, 1.11700, 0.77367)  -0.444
S (0.81358, 0.55551, -1.39000)  1.099
H (-2.14181, -0.07126, 2.09669)  0.389
H (-1.64466, -1.49044, 1.34964)  0.393
H (0.84102, -1.20464, 1.70273)  0.277
H (-3.56708, -0.25617, 0.01339)  0.363
H (-2.09058, -0.49637, -1.09265)  0.446
H (-2.46231, 0.98654, -0.12146)  0.401
H (2.45059, 1.67820, -0.02542)  0.388

## Properties
Total charge: +1
Gap between HOMO and LUMO, eV: 10.42

No. 6
Formula: C5H6N2O3
Source: the Open Molecules 2025 dataset
Level of theory: ωB97M-V/def2-TZVPD

Last column: Mulliken charge in e.
Geometry (Å):
O (2.27114, 0.16583, 0.37468)  -0.449
C (1.81951, 1.27644, 0.23061)  -0.152
C (0.68025, 1.59227, -0.68486)  -0.069
C (0.72582, 0.95546, -2.05757)  -0.474
N (-0.22045, 0.54125, -1.07244)  -0.113
C (-0.37208, -0.71872, -0.55320)  0.531
O (-0.28521, -1.73191, -1.20953)  -0.542
C (-0.73555, -0.72229, 0.93140)  0.437
N (-1.75256, -0.03210, 1.40015)  -0.606
H (2.24012, 2.14841, 0.77141)  0.367
H (0.25495, 2.59403, -0.58908)  0.415
H (0.33469, 1.52458, -2.90102)  0.246
H (1.55410, 0.27299, -2.26532)  0.272
O (-0.77050, -1.84843, 1.55361)  -0.642
H (-1.85197, 0.88260, 0.97097)  0.221
H (-1.83252, -1.25616, 2.19455)  0.560

## Properties
Gap between HOMO and LUMO, eV: 9.95

Table of calculated total energy (Ha), in record order: -3847.915570; -1650.260708; -973.332810; -1249.495622; -1115.418525; -529.223452
Table of relative energy (zero: lowest compared OMol25 entry of this formula, charge and spin) (kcal/mol), in record order: 6.4; 6.3; 3.9; 14.9; 0.0; 92.4